No. 1
{
  "formula": "C13H8BCl2F4NS2Zn",
  "method": "ωB97M-V/def2-TZVPD",
  "relative_energy_kcal_mol": 2.3,
  "max_force_ev_per_a": 2.91,
  "homo_lumo_gap_ev": 7.322,
  "species": ["Zn", "Cl", "C", "C", "C", "C", "C", "Cl", "C", "S", "H", "H", "H", "S", "C", "N", "C", "C", "C", "C", "C", "C", "H", "H", "H", "H", "H", "F", "B", "F", "F", "F"],
  "positions_angstrom": [[-0.3391, 0.0560, -0.4378], [-1.0211, -2.0939, -1.1687], [0.4495, -2.5189, -2.0788], [0.3525, -3.6643, -2.8884], [1.4941, -4.1281, -3.5185], [2.7622, -3.5325, -3.2804], [2.8652, -2.3617, -2.5126], [4.4833, -1.6707, -2.2233], [1.6493, -1.8036, -1.9304], [1.8523, -0.3488, -1.0362], [-0.6089, -4.1159, -3.0932], [1.4931, -4.9304, -4.2253], [3.6795, -3.9582, -3.6397], [0.5015, -0.2818, 3.7882], [0.0569, -0.8119, 2.2619], [-0.6790, 0.0534, 1.5349], [-1.0606, 1.1833, 2.3000], [-1.7691, 2.3683, 1.8531], [-1.8803, 3.4239, 2.7575], [-1.2635, 3.4633, 3.9584], [-0.5273, 2.3453, 4.4143], [-0.4493, 1.2214, 3.5819], [0.2959, -1.8195, 1.8698], [-2.1249, 2.4503, 0.8589], [-2.3866, 4.3014, 2.4667], [-1.3053, 4.3651, 4.5346], [-0.0981, 2.4073, 5.4088], [-1.9734, 1.4338, -0.8837], [-1.2876, 2.1312, -1.9551], [-0.6030, 1.1331, -2.6908], [-0.4126, 2.9565, -1.2226], [-2.1456, 2.7466, -2.8033]]
}


No. 2
{
  "formula": "C13H8Cl45OP",
  "method": "ωB97M-V/def2-TZVPD",
  "relative_energy_kcal_mol": 8.1,
  "max_force_ev_per_a": 3.05,
  "smiles": "ClC(Cl)(Cl)Cl.ClC(Cl)(Cl)Cl.ClC(Cl)(Cl)Cl.ClC(Cl)(Cl)Cl.ClC(Cl)(Cl)Cl.ClC(Cl)(Cl)Cl.ClC(Cl)(Cl)Cl.ClC(Cl)(Cl)Cl.ClC(Cl)(Cl)Cl.ClC(Cl)(Cl)Cl.ClC(Cl)(Cl)Cl.CCO[PH3]Cl",
  "homo_lumo_gap_ev": 9.938,
  "species": ["C", "C", "O", "P", "Cl", "H", "H", "H", "H", "H", "H", "H", "H", "C", "Cl", "Cl", "Cl", "Cl", "C", "Cl", "Cl", "Cl", "Cl", "C", "Cl", "Cl", "Cl", "Cl", "C", "Cl", "Cl", "Cl", "Cl", "C", "Cl", "Cl", "Cl", "Cl", "C", "Cl", "Cl", "Cl", "Cl", "C", "Cl", "Cl", "Cl", "Cl", "C", "Cl", "Cl", "Cl", "Cl", "C", "Cl", "Cl", "Cl", "Cl", "C", "Cl", "Cl", "Cl", "Cl", "C", "Cl", "Cl", "Cl", "Cl"],
  "positions_angstrom": [[-1.5986, -2.2405, -1.4086], [-1.0508, -3.7097, -0.8732], [0.2539, -3.6547, -0.1957], [1.5406, -3.1854, -1.2739], [3.2373, -2.6014, -2.4343], [-2.0837, -2.4607, -2.4766], [-2.4839, -1.8343, -0.7264], [-0.7510, -1.4546, -1.5936], [-1.8380, -4.0516, -0.0430], [-1.1212, -4.5545, -1.7120], [0.7431, -3.3423, -2.4632], [2.3257, -4.3553, -0.8586], [1.6588, -1.9189, -0.5403], [-1.2940, 0.3837, -4.2204], [-2.4759, -0.9342, -4.4229], [0.2558, -0.2901, -3.6559], [-1.0501, 1.2077, -5.7812], [-1.9059, 1.5512, -3.0215], [2.7784, 1.2033, 1.0814], [4.3466, 1.5347, 1.8599], [2.1041, 2.7203, 0.4348], [3.0098, 0.0413, -0.2492], [1.6535, 0.5168, 2.2806], [-5.7402, -1.0784, 0.0237], [-5.2312, 0.0555, 1.3004], [-7.3742, -0.6448, -0.5388], [-4.5986, -0.9873, -1.3411], [-5.7568, -2.7370, 0.6745], [-1.5795, -5.2690, 3.4785], [-0.7412, -4.4655, 2.1270], [-0.7905, -4.8269, 5.0136], [-3.2829, -4.7480, 3.5146], [-1.5031, -7.0355, 3.2586], [1.2850, -9.8726, 2.0442], [2.5554, -11.0301, 1.5737], [-0.3160, -10.6099, 1.7842], [1.4728, -9.4520, 3.7653], [1.4281, -8.3986, 1.0534], [-3.8593, 4.8085, -0.9635], [-5.3226, 5.5371, -1.6726], [-4.2729, 3.2375, -0.2319], [-2.6386, 4.5669, -2.2387], [-3.2033, 5.8928, 0.2890], [0.4394, 7.5263, -2.7307], [2.0076, 7.8577, -1.9522], [-0.2350, 9.0433, -3.3774], [0.6708, 6.3643, -4.0614], [-0.6856, 6.8398, -1.5315], [1.1197, -4.9623, -5.2438], [1.0490, -6.1364, -3.9053], [0.5013, -5.7211, -6.7325], [0.1211, -3.5426, -4.8417], [2.8074, -4.4495, -5.4954], [-9.1430, 4.8765, -3.1421], [-9.1846, 3.8054, -4.5655], [-8.1069, 6.2840, -3.4881], [-10.7941, 5.4319, -2.7684], [-8.4863, 3.9843, -1.7466], [7.2894, 3.9982, 3.7897], [8.1277, 4.8017, 2.4382], [8.0784, 4.4403, 5.3248], [5.5860, 4.5192, 3.8258], [7.3658, 2.2317, 3.5698], [8.9373, 6.2588, 9.2026], [7.7553, 4.9409, 9.0001], [10.4871, 5.5850, 9.7671], [9.1811, 7.0827, 7.6419], [8.3254, 7.4262, 10.4015]]
}


No. 3
{
  "formula": "C13H8N2O",
  "method": "ωB97M-V/def2-TZVPD",
  "max_force_ev_per_a": 4.74,
  "smiles": "O=Cc1ccc(C#Cc2cncnc2)cc1",
  "homo_lumo_gap_ev": 8.285,
  "species": ["O", "C", "C", "N", "N", "C", "C", "C", "C", "C", "C", "C", "C", "C", "C", "C", "H", "H", "H", "H", "H", "H", "H", "H"],
  "positions_angstrom": [[-3.8065, -4.0956, 2.0645], [1.2732, 0.8769, -0.3826], [0.3530, 0.2059, 0.0805], [2.4786, 3.7153, -2.5051], [3.8539, 1.7684, -2.7749], [-3.4828, -2.9654, 2.4829], [3.4752, 3.0084, -3.0620], [1.8749, 3.0733, -1.5195], [3.0505, 1.0910, -1.8770], [-0.9354, -0.2585, 1.9790], [-1.1760, -1.5864, -0.0927], [-1.9182, -0.9772, 2.4971], [-2.2049, -2.2928, 0.4723], [2.0899, 1.7305, -1.2258], [-0.6142, -0.6188, 0.6369], [-2.5846, -2.0460, 1.7917], [-3.8381, -2.5328, 3.4108], [3.8192, 3.5619, -3.9432], [1.1736, 3.5503, -0.9164], [3.1310, -0.0323, -1.8057], [-0.3148, 0.3851, 2.5288], [-0.8820, -1.7337, -1.1394], [-2.1911, -0.7881, 3.5113], [-2.6243, -3.0394, -0.2112]]
}


No. 4
{
  "formula": "C13H8N5O7",
  "method": "ωB97M-V/def2-TZVPD",
  "charge": -1,
  "relative_energy_kcal_mol": 0.0,
  "max_force_ev_per_a": 3.34,
  "smiles": "O=[N+]([O-])C1=CC(=[N+]([O-])[O-])[C@H]([C@H](c2ccccc2)[N+](=O)[O-])c2nonc21",
  "homo_lumo_gap_ev": 7.037,
  "species": ["C", "N", "O", "O", "C", "C", "C", "C", "C", "C", "H", "H", "H", "H", "H", "H", "O", "N", "O", "C", "C", "C", "N", "O", "O", "C", "C", "N", "O", "N", "C", "H", "H"],
  "positions_angstrom": [[0.4996, -0.2530, 1.5019], [0.1696, -1.3335, 2.5648], [-0.5290, -0.9892, 3.5360], [0.7066, -2.4393, 2.4380], [1.3274, -0.8680, 0.4048], [1.0625, -2.1445, -0.1071], [2.0074, -2.7519, -0.9544], [3.1465, -2.0525, -1.3679], [3.3116, -0.7122, -0.9931], [2.4023, -0.1377, -0.0985], [1.1282, 0.4632, 2.0317], [0.1420, -2.6693, 0.1620], [1.8501, -3.7910, -1.2561], [3.9019, -2.5314, -2.0001], [4.1449, -0.1125, -1.3748], [2.5367, 0.8944, 0.2490], [-3.9449, 1.2373, -2.9210], [-3.0654, 1.9512, -2.3959], [-2.7689, 3.0797, -2.8441], [-2.3158, 1.4865, -1.2380], [-1.2262, 2.2352, -0.7500], [-0.4558, 1.8041, 0.3260], [0.5587, 2.6826, 0.8373], [0.6865, 3.8095, 0.3166], [1.3040, 2.2922, 1.7808], [-0.7202, 0.5260, 1.1259], [-1.7670, -0.2718, 0.4311], [-2.2471, -1.4587, 0.8868], [-3.4132, -1.6449, 0.1600], [-3.6742, -0.6008, -0.7420], [-2.6041, 0.2327, -0.5819], [-0.9868, 3.1913, -1.2202], [-1.1678, 0.8764, 2.0923]]
}


no.,calculated total energy (hartree),LUMO (eV)
1,-4475.6252,-0.83
2,-21625.1658,-0.06
3,-684.8264,-0.79
4,-1300.3799,2.10